No. 1
Formula: C8H9N2O
Source: the OMol25 dataset
Level of theory: ωB97M-V/def2-TZVPD

The geometry in XYZ format:
```
20
Properties=species:S:1:pos:R:3:forces:R:3:mulliken_charge:R:1
C 0.62398 -0.60827 -2.38590 5.0 -3.7 0.6 -0.51
C -0.59748 0.00444 -2.58867 -5.4 3.0 -1.0 -0.42
C 1.10545 -0.86708 -1.08264 -3.5 2.1 -1.2 -0.80
C -1.31789 0.52283 -1.50234 3.0 -1.4 -1.1 -0.67
C 0.32667 -0.41885 -0.06182 4.2 -2.6 2.7 0.88
C -0.77347 0.39704 -0.19846 -5.0 3.1 -1.4 0.12
C 0.69221 -0.55491 1.36110 1.3 -1.5 -3.7 0.44
C -1.29614 1.06917 1.05131 2.5 -3.5 1.3 -0.06
N -0.07577 0.17596 2.04348 -2.7 2.3 3.5 -0.26
N 1.72761 -1.34888 1.65202 -1.3 -0.3 -2.1 -0.36
O -1.09344 2.33086 1.14511 1.2 2.2 -1.7 -0.42
H 1.20145 -1.15288 -3.16177 -0.7 0.8 0.2 0.36
H -1.03629 0.17116 -3.64611 1.0 -0.3 2.0 0.32
H 1.88516 -1.46669 -0.85302 2.6 -1.6 -0.1 0.42
H -2.06626 1.16217 -1.76735 -2.4 1.4 -0.1 0.50
H -2.10006 0.72178 1.67332 -1.0 -0.5 -0.6 0.50
H -0.12971 0.22660 3.09984 0.4 -0.2 -1.8 0.24
H 2.15981 -1.80762 0.86123 0.0 0.1 0.6 0.12
H 2.22819 -1.30167 2.45878 1.4 0.1 2.7 0.22
H -1.46402 2.74487 1.90189 -0.8 0.6 1.2 0.39
```
Forces are in eV/Å.

The energy relative to the best compared isomer or geometry (same formula, charge and spin) is 0.00 kcal per mole. The calculation puts the gap between HOMO and LUMO (alpha / beta) at 6.12 / 6.51 eV. As for the spin multiplicity: 3. The charge is +1. The value obtained for the molar mass is 149.2 u.

No. 2
Formula: C8H9N2O2
Source: the OMol25 dataset
Level of theory: ωB97M-V/def2-TZVPD

The geometry in XYZ format:
```
21
Properties=species:S:1:pos:R:3:forces:R:3:mulliken_charge:R:1
C -2.10814 2.28717 -0.60136 -0.6 -0.3 -0.6 -0.35
C -1.69874 1.17577 -0.25273 -0.9 1.4 -0.8 -0.63
C 3.38812 -0.02342 -0.07661 2.1 -0.1 -0.7 -0.59
C 2.09579 -0.52257 -0.34027 -2.2 1.8 1.6 0.38
C 1.84010 1.61131 0.18434 1.4 -2.3 -0.9 0.05
C -1.00554 -0.28730 1.53036 -2.0 1.4 0.9 -1.12
C -1.07677 -1.08851 -0.96339 3.4 -0.6 -0.8 -1.04
C -1.21708 -0.06091 0.09211 -0.3 -0.5 0.0 1.08
N 3.31189 1.30763 0.13465 -3.2 -2.2 -1.0 -0.08
N 1.15765 0.51538 -0.10969 1.8 -1.4 -0.7 0.03
O 1.77369 -1.68002 -0.52020 0.4 -2.1 -0.7 -0.70
O 1.44574 2.69627 0.40961 -0.8 3.9 1.1 -0.61
H -2.77382 3.03468 -1.06981 1.0 -0.8 0.8 0.39
H 4.32081 -0.54273 -0.30422 -0.3 0.2 0.3 0.40
H -0.20137 -0.93652 1.82966 0.3 -0.2 -0.2 0.27
H -0.85730 0.78510 1.90411 -0.2 -1.8 0.3 0.31
H -2.02120 -0.72257 1.87636 1.5 0.6 0.2 0.30
H -1.85284 -1.79191 -1.16217 -1.5 0.0 -0.1 0.35
H -0.84363 -0.40317 -1.86204 -0.2 -1.9 0.8 0.28
H -0.16955 -1.88877 -0.73447 -1.9 2.7 -0.6 0.15
H 4.03933 1.82223 0.44722 2.3 2.2 1.2 0.13
```
Forces are in eV/Å.

The energy relative to the best compared isomer or geometry (same formula, charge and spin) is 84.21 kcal per mole. The calculation puts the gap between HOMO and LUMO (alpha / beta) at 6.57 / 7.08 eV. The charge is -1. The value obtained for the molar mass is 165.2 u.

No. 3
Formula: C8H9N3O
Source: the OMol25 dataset
Level of theory: ωB97M-V/def2-TZVPD

The geometry in XYZ format:
```
21
Properties=species:S:1:pos:R:3:forces:R:3:mulliken_charge:R:1
C -1.58599 0.73233 -2.26184 1.8 0.4 0.7 -0.63
C -2.58682 0.53862 -1.26251 -0.8 1.2 -1.9 -0.18
C -0.20304 0.55134 -1.94043 -3.2 1.2 -1.0 -0.41
C -2.31056 0.17840 0.07333 0.3 0.1 -0.4 -0.62
C 0.11201 0.19919 -0.61691 0.1 -0.9 2.6 1.13
C -0.97844 0.00425 0.40010 -1.2 0.9 -3.7 0.11
C 0.61554 -0.66138 2.00177 0.9 0.5 -0.6 0.24
C 2.51381 0.18913 -0.63843 2.5 -1.0 -3.5 -0.82
N 1.28384 0.10000 -0.06473 -2.2 -0.9 0.9 -0.22
N -0.62359 -0.41799 1.63856 2.4 -0.8 0.6 0.73
N 1.36548 -1.41859 2.66882 1.1 1.0 2.9 -0.22
O -1.41341 -0.45896 2.55141 -2.7 -0.2 2.2 -0.56
H -1.94155 1.25349 -3.16895 0.7 -0.8 0.2 0.38
H -3.63415 0.86252 -1.67832 1.8 -1.0 1.5 0.36
H 0.60091 0.92347 -2.53804 0.2 -0.1 -0.8 0.43
H -3.17182 0.10747 0.72650 0.4 -0.3 0.5 0.52
H 2.87594 1.15301 -0.27998 0.3 0.7 -0.5 0.43
H 3.32281 -0.43555 -0.17556 -1.0 0.0 0.0 0.32
H 2.58613 -0.01868 -1.84485 -0.2 1.0 3.0 0.33
H 1.25491 -2.39788 2.91622 -0.6 -0.6 -0.8 0.33
H 1.91798 -0.98419 3.49385 -0.5 -0.4 -2.0 0.37
```
Forces are in eV/Å.

The energy relative to the best compared isomer or geometry (same formula, charge and spin) is 92.82 kcal per mole. The calculation puts the gap between HOMO and LUMO (alpha / beta) at 6.16 / 6.33 eV. The charge is +2. The value obtained for the molar mass is 163.2 u.

No. 4
Formula: C8H9NO2
Source: the OMol25 dataset
Level of theory: ωB97M-V/def2-TZVPD

The geometry in XYZ format:
```
20
Properties=species:S:1:pos:R:3:forces:R:3:mulliken_charge:R:1
C 4.81082 -0.11512 -0.21436 4.2 -0.6 -0.5 -0.09
C 3.64071 -0.10742 -0.08374 -1.5 -0.1 -0.2 -1.24
C 2.28822 -0.09103 -0.03116 -1.6 0.8 0.7 0.88
C 1.12678 0.17942 0.21621 -2.8 -0.5 -0.1 -0.36
C -1.03182 1.39559 -1.44164 -4.9 -1.7 -2.3 -1.34
C -1.14169 -0.44333 1.86403 0.9 -0.1 2.0 -1.22
C -1.86323 0.69360 -0.32897 0.1 1.9 -0.9 -0.41
C -1.06834 -0.26484 0.39455 4.8 -1.2 0.9 0.57
N -0.61109 -1.57035 -0.27110 0.9 -2.3 2.9 1.01
O -0.04715 -2.44243 0.46283 -1.6 2.2 -1.6 -0.55
O -0.83447 -1.73145 -1.42195 -0.5 0.2 -1.5 -0.57
H 5.88769 -0.29097 -0.36718 -1.3 0.4 0.3 0.42
H -0.83513 0.63113 -2.19024 0.8 0.2 0.2 0.31
H -0.28079 1.87907 -1.02206 3.9 1.7 1.6 0.51
H -1.61835 2.15414 -2.00281 -0.1 -0.4 0.6 0.38
H -0.25957 -1.13006 2.18440 -1.6 1.6 -0.4 0.34
H -2.04111 -1.05637 2.08674 0.2 0.5 -0.1 0.37
H -1.18086 0.56376 2.47910 0.1 -2.1 -1.5 0.36
H -2.79923 0.33678 -0.75883 0.1 -0.6 0.1 0.32
H -2.14139 1.40988 0.44616 -0.1 0.2 -0.2 0.30
```
Forces are in eV/Å.

The energy relative to the best compared isomer or geometry (same formula, charge and spin) is 236.27 kcal per mole. The calculation puts the gap between HOMO and LUMO at 7.64 eV. The charge is 0. The value obtained for the molar mass is 151.2 u.

No. 5
Formula: C8H9NO3S
Source: the OMol25 dataset
Level of theory: ωB97M-V/def2-TZVPD

The geometry in XYZ format:
```
22
Properties=species:S:1:pos:R:3:forces:R:3:mulliken_charge:R:1
C 1.97448 1.78009 -0.30664 0.4 -2.8 1.0 -0.62
C 1.03304 2.71074 0.09758 0.4 1.2 -0.2 -0.38
C 1.63895 0.38323 -0.24674 -1.7 3.0 -0.5 -0.59
C -0.29654 2.40583 0.38186 0.4 -1.7 0.8 -0.60
C 0.31164 0.04617 0.02678 0.9 1.7 0.1 0.32
C -0.59462 1.05216 0.35482 -0.6 -0.9 -0.5 0.40
C -0.25232 -1.30066 -0.06067 -0.3 -2.9 0.6 0.89
C 0.69632 -2.34558 0.50624 -1.0 0.7 -1.3 -1.81
N -1.55824 -1.30788 0.71477 1.5 2.5 -0.3 -0.54
O -2.36610 0.03270 -1.27694 1.2 0.5 0.1 -0.64
O -3.46625 0.62925 0.65027 0.5 0.5 2.5 -0.68
O -0.42646 -1.71712 -1.41857 0.7 -0.2 1.2 -0.52
S -2.19683 0.20057 0.17002 -1.4 -2.0 -2.7 1.13
H 3.06866 1.91974 -0.48243 -1.3 0.8 0.0 0.32
H 1.36374 3.73757 0.16895 -0.1 0.2 0.0 0.38
H 2.35123 -0.26055 -0.64678 1.0 -1.5 -0.2 0.40
H -1.01697 3.02183 0.87545 -0.2 1.0 -0.4 0.44
H 0.15959 -3.22943 0.72057 -0.4 -1.0 0.6 0.36
H 1.34437 -2.00640 1.25013 0.6 0.5 1.6 0.42
H 1.26848 -2.52102 -0.35793 1.2 -0.7 -0.9 0.47
H -2.03409 -2.19740 0.61906 -0.6 0.5 -0.4 0.33
H -1.00207 -1.03385 -1.73978 -1.1 0.6 -1.1 0.51
```
Forces are in eV/Å.

As for the SMILES: C[C@@]1(O)NS(=O)(=O)c2ccccc21. The energy relative to the best compared isomer or geometry (same formula, charge and spin) is 36.31 kcal per mole. The calculation puts the gap between HOMO and LUMO at 10.20 eV. The charge is 0. The value obtained for the molar mass is 199.2 u.

No. 6
Formula: C8H9NO4SSbSe4Tc
Source: the OMol25 dataset
Level of theory: ωB97M-V/def2-TZVPD

The geometry in XYZ format:
```
29
Properties=species:S:1:pos:R:3:forces:R:3:mulliken_charge:R:1
Tc -1.96640 0.85678 -0.17080 0.2 0.4 -0.3 0.31
Se -6.30856 1.28398 -1.67083 -0.2 0.0 -0.4 -0.32
Sb -5.52756 2.03293 0.35020 0.2 -0.6 0.0 0.88
Se -3.70688 0.40000 1.29604 -0.1 0.0 0.4 -0.14
Se -2.27047 2.97470 -0.65131 0.3 -0.5 0.0 -0.27
Se -5.53132 3.60417 2.00706 -0.1 0.4 0.3 -0.27
N -0.57722 0.48699 1.49735 0.0 -0.1 -0.1 -0.39
C 0.78612 0.06043 1.24320 0.1 0.0 0.0 0.31
C 1.47957 0.58334 0.15708 -0.2 -0.1 0.2 -0.35
C 2.79434 0.22040 -0.05823 0.6 -0.1 0.0 -0.36
C 3.37859 -0.64303 0.84969 -1.0 0.1 0.2 0.73
C 2.70833 -1.20780 1.91416 0.5 0.0 0.0 -0.87
C 1.38974 -0.84404 2.10877 -0.2 0.1 -0.1 -0.62
S 5.47905 -1.50187 -0.42248 0.3 0.0 0.3 1.16
O 4.79787 -0.93064 0.80162 0.3 0.0 -0.4 -0.16
O 6.86368 -1.54143 -0.27351 0.2 0.0 0.0 -0.26
O 4.68568 -1.87995 -1.50638 -0.4 0.0 -0.2 -0.26
H -1.01653 -0.14535 2.16288 0.0 0.0 0.1 0.36
H -0.55631 1.39947 1.95222 -0.1 0.1 0.1 0.31
H 1.00259 1.28193 -0.51680 0.0 0.0 0.0 0.46
H 3.34074 0.60962 -0.90993 0.0 0.1 0.1 0.38
H 3.21770 -1.87980 2.59454 -0.1 0.0 0.0 0.48
H 0.84013 -1.25595 2.94628 0.0 0.0 0.0 0.42
C -2.85484 -0.67536 -2.97164 0.1 0.0 0.0 -0.87
C -2.19046 -0.30121 -1.72393 0.4 -0.4 0.5 0.90
O -1.18791 -0.79175 -1.15158 -0.6 0.7 -0.5 -0.44
H -2.52701 -1.65104 -3.32448 0.0 0.0 0.0 0.34
H -2.61030 0.09206 -3.71262 0.0 0.0 0.0 0.31
H -3.93236 -0.63761 -2.81658 0.0 0.0 0.0 0.23
```
Forces are in eV/Å.

The calculation puts the gap between HOMO and LUMO (alpha / beta) at 4.98 / 4.98 eV. The charge is +2. The value obtained for the molar mass is 750.8 u.

No. 7
Formula: C8H9NS
Source: the OMol25 dataset
Level of theory: ωB97M-V/def2-TZVPD

The geometry in XYZ format:
```
19
Properties=species:S:1:pos:R:3:forces:R:3:mulliken_charge:R:1
C 0.31007 -2.01025 -0.71945 -0.9 3.2 1.8 -0.62
C -0.88604 -1.90726 0.10183 0.0 0.8 -0.1 -0.25
C 0.92687 -0.81591 -0.57886 -1.5 0.2 1.4 0.73
C 0.00742 -0.00647 0.35281 1.2 1.3 -1.5 0.05
C 2.23050 -0.38186 -0.91602 4.0 2.1 -1.1 -0.11
C 0.23254 1.30131 0.61181 -1.4 -0.5 2.5 -0.55
C -3.44013 1.96385 1.81537 -2.2 -0.7 -1.4 -0.35
C 3.01200 -0.61492 -2.01253 -0.9 0.5 2.7 -0.96
N -1.09911 -0.76397 0.67208 0.0 -0.6 0.3 -0.53
S -3.39813 3.05643 0.61299 0.3 -0.7 0.8 -0.16
H 0.63627 -2.81484 -1.22230 1.1 -2.8 -1.6 0.55
H -1.57968 -2.66508 0.28090 -1.0 -1.3 0.0 0.50
H 2.77139 0.38002 -0.22466 -1.3 -1.6 -0.7 0.20
H -0.41876 1.90561 1.41593 1.5 -1.3 -2.4 0.16
H -3.24172 2.23663 2.84577 0.4 -0.2 0.0 0.28
H 4.03536 -0.30407 -2.08406 0.2 0.5 0.3 0.26
H 1.18710 1.64488 0.25530 0.0 0.7 0.0 0.23
H 2.71284 -1.16378 -2.82935 -1.0 -1.4 -1.7 0.35
H -3.99879 0.95969 1.62244 1.5 1.6 0.5 0.22
```
Forces are in eV/Å.

As for the SMILES: C=CC1=CC=NC1=C.C=S. The energy relative to the best compared isomer or geometry (same formula, charge and spin) is 58.51 kcal per mole. The calculation puts the gap between HOMO and LUMO at 8.04 eV. The charge is 0. The value obtained for the molar mass is 151.2 u.

No. 8
Formula: C8H9NS2
Source: the OMol25 dataset
Level of theory: ωB97M-V/def2-TZVPD

The geometry in XYZ format:
```
20
Properties=species:S:1:pos:R:3:forces:R:3:mulliken_charge:R:1
C -3.10793 1.01753 -0.04989 -1.8 -3.7 1.6 -0.70
C -3.52895 -0.24408 0.45296 0.7 0.4 -0.2 -0.38
C -1.83703 1.12398 -0.32589 4.4 4.5 0.0 -0.34
C -2.62617 -1.25784 0.58645 -0.8 -1.2 0.8 -0.56
C -0.82889 0.17273 -0.08987 -2.3 -0.7 -0.4 0.65
C -1.26590 -1.14408 0.27340 0.7 1.9 -1.3 0.13
C 1.62822 0.02044 0.18704 -3.0 0.9 -2.3 0.59
C 2.92150 0.56276 -0.30465 1.4 1.3 -0.5 -1.13
N 0.46179 0.53497 -0.39129 4.4 -0.9 1.2 -0.12
S -0.27582 -2.45739 -0.05156 0.4 -1.4 -0.3 -0.45
S 1.57432 -1.31119 1.19803 1.8 1.0 1.9 -0.11
H -3.69851 1.82278 0.15575 -1.6 2.2 -0.4 0.39
H -4.52581 -0.38249 0.78108 -0.9 -0.2 0.2 0.40
H -1.50860 2.25383 -0.42180 -0.2 -2.3 -0.3 0.09
H -2.94258 -2.25048 0.96643 0.1 0.7 -0.4 0.31
H 3.63938 0.77040 0.55372 -1.2 0.5 -1.1 0.32
H 2.76715 1.45394 -1.03765 0.5 -1.4 1.5 0.27
H 3.50443 -0.22105 -0.82197 -0.6 0.2 -0.2 0.32
H 0.69176 1.31009 -1.02692 -0.9 -0.5 0.4 0.28
H 2.78798 -0.56811 1.71484 -1.2 -1.3 -0.1 0.02
```
Forces are in eV/Å.

The energy relative to the best compared isomer or geometry (same formula, charge and spin) is 66.95 kcal per mole. The calculation puts the gap between HOMO and LUMO at 6.58 eV. The charge is 0. The value obtained for the molar mass is 183.3 u.

No. 9
Formula: C8HBr4N9O2SbSe4Ti
Source: the OMol25 dataset
Level of theory: ωB97M-V/def2-TZVPD

The geometry in XYZ format:
```
30
Properties=species:S:1:pos:R:3:forces:R:3:mulliken_charge:R:1
Ti 0.04049 0.83310 -0.11670 0.5 0.2 0.4 0.39
Br -2.09642 -4.96479 2.71830 0.0 0.0 0.0 -0.19
C -1.93783 -3.15300 2.21202 0.0 0.1 0.0 0.19
C -2.83724 -2.20162 2.68217 0.0 0.0 0.0 0.16
Br -4.24108 -2.70498 3.84195 0.0 0.0 0.0 -0.19
C -2.71373 -0.86510 2.29359 0.0 0.0 0.0 -0.34
Br -3.89587 0.47967 2.87280 0.0 0.0 0.0 -0.13
C -1.69408 -0.47432 1.43664 -0.2 0.0 0.1 1.32
O -1.52069 0.77168 1.01306 0.4 -0.3 -0.5 -0.82
C -0.79067 -1.44527 0.95991 0.0 -0.2 0.0 0.52
O 0.14381 -1.01172 0.09765 -0.4 0.4 -0.1 -0.69
C -0.91092 -2.76735 1.34447 0.0 0.0 0.0 -0.32
Br 0.34224 -3.98268 0.64044 0.0 0.0 0.0 -0.13
N 0.36625 1.12534 -3.58150 0.0 -0.1 -0.1 -0.12
C 1.48850 1.34329 -2.81925 0.1 0.2 0.0 0.46
N 2.69297 1.42109 -3.33916 -0.1 0.0 -0.1 -0.63
N 3.49138 1.68175 -2.28070 0.0 0.1 0.1 -0.52
N 2.81792 1.75365 -1.19971 0.1 0.1 -0.1 -0.11
N 1.49757 1.54393 -1.48822 -0.4 -0.6 -0.2 0.34
C -0.87654 0.87551 -3.06285 -0.1 0.2 0.1 0.53
N -1.88984 0.41394 -3.76413 0.1 0.0 -0.1 -0.57
N -2.90109 0.33462 -2.86814 -0.1 0.1 0.1 -0.51
N -2.52901 0.72294 -1.71044 0.0 -0.1 -0.1 -0.18
N -1.21200 1.09808 -1.78279 0.2 -0.2 0.0 0.14
H 0.52963 0.82309 -4.52648 0.0 0.0 0.0 0.24
Se 4.38655 4.14913 1.94745 0.0 0.0 0.0 -0.64
Sb 3.84113 1.83535 2.16716 0.1 -0.1 -0.3 0.74
Se 4.26091 0.49860 4.11833 0.0 0.1 0.0 -0.62
Se 4.85242 0.28638 0.47057 0.1 0.0 0.1 -0.27
Se 1.29523 1.57968 1.72354 -0.1 0.3 0.5 -0.07
```
Forces are in eV/Å.

The energy relative to the best compared isomer or geometry (same formula, charge and spin) is 5.91 kcal per mole. The calculation puts the gap between HOMO and LUMO (alpha / beta) at 6.19 / 6.06 eV. As for the spin multiplicity: 2. The charge is -2. The value obtained for the molar mass is 1060.2 u.

No. 10
Formula: C8HClN4S
Source: the OMol25 dataset
Level of theory: ωB97M-V/def2-TZVPD

The geometry in XYZ format:
```
15
Properties=species:S:1:pos:R:3:forces:R:3:mulliken_charge:R:1
C -1.52862 1.24909 -1.08986 0.2 -0.7 0.8 -0.17
C -3.13690 -0.29070 -0.28618 -0.1 -0.5 -0.1 -0.18
C -0.97019 -2.02954 0.62223 -0.1 0.8 -0.2 0.00
C 3.22555 0.10976 -0.01093 -0.3 -0.5 -0.3 -0.01
C 0.83555 -0.24388 0.20277 -3.4 -0.6 -0.9 0.29
C 1.32643 0.95266 0.68766 -1.7 -0.4 -0.6 -0.08
C -1.75788 0.06174 -0.39903 0.4 -1.7 0.6 0.82
C -0.75975 -0.75005 0.03010 3.4 1.7 0.9 0.80
N -1.33949 2.21068 -1.64761 0.4 2.3 -1.5 -0.38
N -4.24730 -0.57329 -0.26635 -0.2 0.0 0.1 -0.38
N -1.06791 -3.01143 1.19830 -0.1 -0.8 0.2 -0.39
N 2.63425 1.09937 0.59489 2.1 0.4 -0.3 -0.47
S 2.12365 -1.16405 -0.46073 0.3 0.4 0.3 -0.07
Cl 0.36881 2.31564 1.14649 0.2 -0.5 0.4 -0.13
H 4.29382 0.06400 -0.32174 -1.0 0.1 0.6 0.38
```
Forces are in eV/Å.

As for the SMILES: N#CC(C#N)=C(C#N)c1scnc1Cl. The calculation puts the gap between HOMO and LUMO at 7.93 eV. The charge is 0. The value obtained for the molar mass is 220.6 u.